10
Properties=species:S:1:pos:R:3 method="wB97M-V/def2-TZVPD" smiles=C#CC#CCS e_lumo_ha=0.0000 de_lowest_kj_mol=408.32 total_energy_ha=-590.89596 charge=0
C -1.053 -1.375 -1.659
H -0.247 2.035 3.125
C 0.977 0.964 0.934
H 1.099 -0.076 1.555
H 2.113 1.259 0.582
C -0.403 -0.387 -1.006
S 0.774 2.498 2.113
C 0.132 0.335 -0.094
C -1.613 -2.269 -2.327
H -1.779 -2.985 -3.223

=====

18
Properties=species:S:1:pos:R:3 method="wB97M-V/def2-TZVPD" e_lumo_ha=-0.1527 de_lowest_kj_mol=0.00 total_energy_ha=-636.62569 charge=+1
H -0.519 0.996 2.458
C 0.476 0.207 0.748
I 1.122 3.145 -0.728
N -0.347 -0.802 0.535
H 1.442 0.112 0.322
H -1.627 -0.258 -1.625
H -0.842 -2.452 -0.860
H 1.070 0.288 -1.898
H 0.926 0.129 2.732
H 0.940 1.747 2.267
H 0.926 -1.595 -1.007
N -0.168 1.439 -0.606
C 0.449 0.807 2.080
H -0.140 1.339 -2.603
H -1.277 -0.779 1.100
N 0.118 0.676 -1.788
N -0.716 -0.458 -1.895
C -0.216 -1.433 -0.807

=====

27
Properties=species:S:1:pos:R:3 method="wB97M-V/def2-TZVPD" smiles="S=PN(C1=CCC=CC1)c1ccccc1" e_lumo_ha="-0.0539 / -0.0539" de_lowest_kj_mol=174.70 total_energy_ha=-1258.66902 charge=0
C 1.600 0.546 -1.425
P 2.329 1.931 1.841
C -0.522 1.074 1.264
H -2.256 3.517 2.841
H -0.125 2.965 2.365
H 1.167 -1.730 1.172
C 1.698 -0.585 -2.481
C -0.825 2.307 1.895
H 2.543 1.116 -1.361
C -1.594 0.136 0.980
H -1.331 -0.727 0.475
H 1.711 -0.122 -3.480
H 0.747 -3.012 -0.789
H 1.812 -2.543 -3.042
H 0.854 1.157 -1.779
C -2.081 2.576 2.334
C -3.167 1.671 2.070
H -4.108 1.530 2.486
C 1.641 -1.892 -2.228
C 1.341 -1.341 0.256
H -3.669 -0.238 1.417
H 2.362 -2.994 -0.611
C 1.163 -0.054 -0.064
N 0.818 0.951 0.899
C 1.543 -2.387 -0.820
C -2.834 0.441 1.445
S 3.962 1.012 1.383

=====

17
Properties=species:S:1:pos:R:3 method="wB97M-V/def2-TZVPD" smiles=OCCC1COC1 e_lumo_ha=0.0312 de_lowest_kj_mol=363.76 total_energy_ha=-346.88689 charge=0
H 1.645 -1.193 0.526
H -0.958 -1.729 -2.154
H -0.869 0.494 2.021
C -0.346 -0.552 -0.280
H -0.703 1.452 -0.966
C -0.113 1.975 1.103
H 1.017 1.071 -0.600
H 0.354 -0.553 -2.430
H -1.353 -0.811 0.080
H 0.363 -2.392 0.862
H -1.064 2.554 1.219
O 0.832 -2.153 -1.158
C -0.013 1.025 -0.244
O -0.009 0.911 2.021
H 0.620 2.726 1.520
C -0.106 -1.212 -1.683
C 0.702 -1.613 0.163

=====

76
Properties=species:S:1:pos:R:3 method="wB97M-V/def2-TZVPD" e_lumo_ha="-0.3330 / -0.3953" s2=0.76 de_lowest_kj_mol=0.00 total_energy_ha=-3919.63854 spin_multiplicity=2 charge=+3
C 4.777 -3.614 -3.473
C -2.891 2.577 3.030
H 5.078 -4.405 5.408
H 4.374 -4.328 -5.466
H 1.960 -1.828 1.224
H -6.668 5.039 -0.915
H -4.645 0.267 -3.016
C 4.614 -3.876 4.589
C 3.047 -2.298 -2.483
C 2.036 -1.475 3.339
H 5.794 -4.629 2.898
H 1.173 2.639 1.711
H -1.909 2.178 5.563
H -0.865 6.150 -0.934
C -0.031 0.236 2.772
C -2.501 1.877 0.783
Ir -0.372 -0.117 -0.088
N 0.597 -0.386 1.742
C 0.409 -1.175 -2.714
S -5.010 3.355 -0.334
C -1.164 1.024 2.447
S 0.907 1.798 -0.906
C -3.211 2.687 1.687
C 1.555 -1.246 2.036
H 0.527 -1.923 -4.580
H -1.461 5.372 0.541
C 2.749 -3.167 -4.727
C -0.602 5.477 -0.124
C 4.315 -2.891 -2.402
C 3.994 -3.753 -4.633
H -0.021 0.728 6.141
S -1.052 -3.211 0.104
S 2.483 -1.403 -1.148
H -3.445 3.137 3.773
N -0.229 4.186 -0.697
C -5.710 5.391 1.030
C -1.624 -0.729 -4.140
C 1.444 -0.765 4.370
H 4.908 -2.783 -1.502
H -6.214 6.293 1.342
N 1.034 -1.810 -3.713
C -0.963 -0.667 -2.928
C 0.374 3.216 -0.045
H 1.795 -0.875 5.388
C -2.859 0.078 -1.860
C -2.960 -0.352 -4.203
C 3.534 -2.972 4.739
C -4.719 4.729 1.798
C 5.004 -4.012 3.294
N -1.333 -1.797 0.484
N -1.547 1.036 1.147
C -0.343 0.827 5.112
H -3.493 -0.379 -5.144
H -3.337 0.330 -0.923
H 3.079 -2.754 5.695
H 0.354 4.158 1.779
C -3.593 0.021 -3.035
N 0.584 3.322 1.263
N 0.915 -1.012 -1.514
C -1.385 1.624 4.794
H -1.130 -1.061 -5.044
H -0.384 4.024 -1.680
C -4.234 3.605 1.188
H -2.707 1.960 -0.277
H 5.750 -4.083 -3.427
N -1.556 -0.197 -1.811
H 0.242 5.912 0.412
O 0.052 -3.489 -0.826
C 3.116 -2.433 3.554
H 2.152 -3.278 -5.624
C 0.372 0.093 4.100
H -4.378 5.086 2.760
C -5.961 4.762 -0.149
S 4.063 -3.046 2.245
C 2.270 -2.433 -3.649
C -1.830 1.756 3.432

=====

18
Properties=species:S:1:pos:R:3 method="wB97M-V/def2-TZVPD" e_lumo_ha="-0.0107 / -0.0895" de_lowest_kj_mol=253.70 total_energy_ha=-1275.82348 charge=0
C -1.063 0.536 0.503
H -3.488 -0.594 -0.152
S 1.334 -2.309 0.600
C -1.488 -0.034 -0.889
O -0.624 -0.037 -1.701
H 1.992 -0.491 1.962
C 2.437 1.396 -0.245
H -2.660 -1.728 -1.241
C -2.777 -0.649 -1.022
C 1.381 0.348 -0.005
H -3.186 -0.225 -1.901
C 2.079 -0.708 0.810
H 0.473 1.380 1.408
H 1.058 -0.200 -0.849
H 3.255 -0.682 0.641
N 3.189 2.253 -0.382
N 0.207 0.804 0.697
Cl -2.119 0.940 1.765

=====

Look up the charge of the sixth one. 0

=====

What is the charge in the sixth record? 0